ORCA calculation (ωB97M-V with the def2-TZVPD basis set) on the molecule C4H4O2.

Geometry as XYZ:
```
10
Properties=species:S:1:pos:R:3
C 0.7478 -0.4678 0.6098
C 1.2576 -0.9818 -0.5188
O -0.6297 -1.1656 1.2909
O -1.5553 1.6296 -0.9358
C -0.8406 -0.0704 0.6346
C -1.5066 0.9143 0.1692
H -1.7381 2.5547 -0.7190
H 1.3159 -0.0673 1.4355
H 2.3249 -0.9423 -0.6804
H 0.6242 -1.4033 -1.2860
```

* LUMO energy (alpha / beta): -0.401 / -0.195 eV
* electronic energy: -305.06400 hartree
* multiplicity: 1